Molecular formula: C23H41BrFNO11
Method: DFT, wB97M-V/def2-TZVPD

Output
Kohn-Sham gap: 9.348 eV
total charge: 0
energy: -4456.9089 Ha
structure (SMILES): CCOCCOCCOC[C@]1(CCF)CC(=O)N[C@@H]1CC(=O)Br.CCOC(=O)OC.CCOC(=O)OC
LUMO energy: -0.345 eV
HOMO energy: -9.69 eV

Each atom is followed by the atoms it is bonded to, with distances in Å.
Atoms and positions in Å:
1 C 1.63837 0.43981 3.18860  C2 1.663, H24 1.181, H25 1.177, H26 1.185
2 C 2.41206 0.57248 1.72281  C1 1.663, O3 1.472, H27 1.185, H28 1.177
3 O 1.82670 1.69296 0.96956  C2 1.472, C4 1.483
4 C 1.75756 1.39926 -0.48257  O3 1.483, C5 1.662, H29 1.187, H30 1.178
5 C 0.59655 2.35117 -1.19621  C4 1.662, O6 1.472, H31 1.171, H32 1.186
6 O 0.60935 2.29094 -2.66727  C5 1.472, C7 1.499
7 C -0.68108 1.73348 -3.18795  O6 1.499, C8 1.673, H33 1.180, H34 1.193
8 C -0.65836 0.06085 -3.18902  C7 1.673, O9 1.471, H35 1.194, H36 1.170
9 O -1.95329 -0.35246 -2.62684  C8 1.471, C10 1.496
10 C -1.83088 -1.65037 -1.89269  O9 1.496, C11 1.638, H37 1.170, H38 1.194
11 C -2.86143 -1.65266 -0.62006  C10 1.638, C12 1.637, C15 1.673, C19 1.657
12 C -2.41673 -2.29902 0.81719  C11 1.637, C13 1.638, H39 1.181, H40 1.194
13 C -0.80598 -2.30377 1.11687  C12 1.638, F14 1.481, H41 1.193, H42 1.182
14 F -0.20519 -0.97997 0.83410  C13 1.481
15 C -4.13710 -2.65077 -1.03720  C11 1.673, C16 1.660, H43 1.191, H44 1.170
16 C -5.36779 -1.70271 -1.62112  C15 1.660, O17 1.350, N18 1.515
17 O -6.57659 -2.09941 -2.07252  C16 1.350
18 N -4.79543 -0.30914 -1.46590  C16 1.515, C19 1.543, H45 1.046
19 C -3.77292 -0.30433 -0.31009  C11 1.657, N18 1.543, C20 1.641, H46 1.193
20 C -3.01936 1.11131 0.03707  C19 1.641, C21 1.639, H47 1.194, H48 1.171
21 C -3.71372 1.99299 1.23209  C20 1.639, O22 1.351, Br23 2.022
22 O -3.72654 1.57990 2.51810  C21 1.351
23 Br -4.53309 3.76709 0.71387  C21 2.022
24 H 1.23792 1.49303 3.54131  C1 1.181
25 H 0.70024 -0.26813 3.13188  C1 1.177
26 H 2.38661 -0.03614 3.97415  C1 1.185
27 H 2.29104 -0.47924 1.19057  C2 1.185
28 H 3.55499 0.70714 1.97007  C2 1.177
29 H 1.49677 0.26218 -0.69934  C4 1.187
30 H 2.79087 1.59816 -1.01211  C4 1.178
31 H -0.43607 1.96747 -0.79800  C5 1.171
32 H 0.73945 3.44362 -0.75835  C5 1.186
33 H -1.62250 2.16903 -2.62525  C7 1.180
34 H -0.75870 2.14858 -4.30417  C7 1.193
35 H -0.53939 -0.22736 -4.34146  C8 1.194
36 H 0.27833 -0.23419 -2.55219  C8 1.170
37 H -0.72583 -1.94383 -1.64646  C10 1.170
38 H -2.21879 -2.46964 -2.66951  C10 1.194
39 H -2.83754 -3.38341 1.02042  C12 1.181
40 H -2.90888 -1.61108 1.65988  C12 1.194
41 H -0.32325 -3.06668 0.33714  C13 1.193
42 H -0.53957 -2.73471 2.18456  C13 1.182
43 H -4.68376 -3.18229 -0.12163  C15 1.191
44 H -3.93977 -3.50059 -1.81696  C15 1.170
45 H -4.49209 0.18082 -2.33889  N18 1.046
46 H -4.50098 -0.56302 0.59924  C19 1.193
47 H -3.01573 1.73908 -0.97830  C20 1.194
48 H -1.92080 0.85948 0.35595  C20 1.171
49 C 1.88079 -8.94712 3.09677  C50 1.519, H56 1.095, H57 1.094, H58 1.094
50 C 0.61186 -8.41481 2.45365  C49 1.519, O51 1.433, H59 1.094, H60 1.096
51 O 0.68358 -6.99344 2.28932  C50 1.433, C52 1.356
52 C 1.41672 -6.56134 1.23413  O51 1.356, O53 1.222, O54 1.356
53 O 1.99917 -7.26772 0.42430  C52 1.222
54 O 1.41730 -5.20491 1.24722  C52 1.356, C55 1.426
55 C 2.23162 -4.61688 0.23498  O54 1.426, H61 1.095, H62 1.095, H63 1.093
56 H 2.09232 -8.41423 4.02982  C49 1.095
57 H 1.78760 -10.01560 3.31086  C49 1.094
58 H 2.74838 -8.80172 2.44618  C49 1.094
59 H -0.24074 -8.61608 3.10933  C50 1.094
60 H 0.40573 -8.90912 1.49704  C50 1.096
61 H 1.97983 -5.00748 -0.75616  C55 1.095
62 H 3.28825 -4.79009 0.46200  C55 1.095
63 H 2.04877 -3.53884 0.23601  C55 1.093
64 C 4.69364 8.01606 -1.28620  C65 1.519, H71 1.095, H72 1.094, H73 1.094
65 C 3.40501 8.07388 -2.08820  C64 1.519, O66 1.433, H74 1.094, H75 1.096
66 O 2.51239 7.02598 -1.69123  C65 1.433, C67 1.356
67 C 1.82480 7.24470 -0.54361  O66 1.356, O68 1.222, O69 1.356
68 O 1.89392 8.24299 0.15829  C67 1.222
69 O 1.06521 6.14958 -0.29096  C67 1.356, C70 1.426
70 C 0.35361 6.21123 0.94328  O69 1.426, H76 1.095, H77 1.095, H78 1.093
71 H 5.14218 7.01901 -1.34958  C64 1.095
72 H 5.41251 8.75336 -1.65469  C64 1.094
73 H 4.51199 8.21398 -0.22556  C64 1.094
74 H 3.62822 7.91652 -3.14781  C65 1.094
75 H 2.92014 9.05351 -2.00364  C65 1.096
76 H -0.23366 7.13191 1.01935  C70 1.095
77 H 1.05456 6.12934 1.77993  C70 1.095
78 H -0.33335 5.36140 0.98180  C70 1.093

Atomic partial charges in e from the Mulliken method, atoms 1 to 6: atom 1 (C): -0.8295, atom 2 (C): 0.0760, atom 3 (O): -0.2980, atom 4 (C): -0.0405, atom 5 (C): 0.7424, atom 6 (O): -0.4268